Here is a cluster of 4 separate species, C25H57ClN5O6PS in total in a non-equilibrium geometry from the Open Molecules 2025 dataset. Energies are from wB97M-V/def2-TZVPD.

The geometry in ORCA input format:
```
! wB97M-V def2-TZVPD RIJCOSX def2/J DEFGRID3
* xyz 0 1
H -1.5089 0.3193 3.3821
N -0.8678 0.7762 4.0640
C 0.3681 0.6844 3.6052
C 1.4701 1.4171 4.4882
C 0.5982 -0.0433 2.2198
P 0.5620 -1.9752 2.2770
C -0.4434 -2.4904 3.8003
C 0.2209 -2.5973 5.2135
C 1.7202 -2.2082 5.4522
Cl -0.7910 -1.5767 6.4105
N 2.2599 -2.6081 2.3877
C 3.1018 -1.6695 2.4660
S 4.1511 -0.4502 2.9057
H 1.7221 0.8750 5.4545
H 2.3988 1.6343 3.8796
H 1.0489 2.4340 4.8094
H 1.4637 0.3521 1.5980
H -0.3364 0.1978 1.5925
H -1.3709 -1.8163 3.8367
H -0.8714 -3.5229 3.5277
H 0.0817 -3.6672 5.6042
H 2.0877 -1.2405 5.0002
H 1.9750 -2.2361 6.5697
H 2.3721 -3.0365 4.9907
C 1.9490 -5.3847 0.3527
O 1.7528 -6.7693 0.1104
C 2.3621 -7.2150 -1.1013
C 3.4901 -8.1962 -0.7918
N 4.6218 -7.5103 -0.1678
C 5.6350 -8.4225 0.3675
C 5.2241 -9.3094 1.5505
O 4.9597 -8.5871 2.7466
C 3.6243 -8.1233 2.8734
H 1.3799 -5.1093 1.2414
H 3.0047 -5.1679 0.5381
H 1.5865 -4.7875 -0.4900
H 2.7161 -6.3811 -1.7173
H 1.5883 -7.7406 -1.6694
H 3.8222 -8.6691 -1.7210
H 3.0860 -8.9722 -0.1322
H 4.2785 -6.9327 0.5916
H 6.4736 -7.7988 0.6920
H 6.0102 -9.0541 -0.4445
H 6.0780 -9.9560 1.7786
H 4.3962 -9.9838 1.3054
H 2.9033 -8.7884 2.3909
H 3.5344 -7.1109 2.4731
H 3.3863 -8.0729 3.9379
C -3.8997 5.2192 -1.0057
O -3.3953 6.1177 -0.0294
C -4.1750 6.1375 1.1664
C -3.3576 5.5912 2.3345
N -3.1380 4.1520 2.1895
C -2.1674 3.6091 3.1441
C -0.7146 4.0776 3.0053
O -0.0792 3.6391 1.8087
C -0.2638 4.4974 0.6929
H -3.3051 5.3330 -1.9128
H -3.8140 4.1840 -0.6641
H -4.9432 5.4491 -1.2440
H -5.1205 5.5958 1.0529
H -4.4166 7.1855 1.3691
H -3.8920 5.7826 3.2699
H -2.4068 6.1354 2.3600
H -2.8034 3.9634 1.2511
H -2.1823 2.5242 3.0181
H -2.5171 3.8106 4.1617
H -0.1521 3.6195 3.8228
H -0.6049 5.1598 3.1369
H -0.3575 5.5468 0.9841
H -1.1356 4.1848 0.1135
H 0.6091 4.3974 0.0442
C -2.2025 6.0909 -7.7010
O -2.3764 4.7063 -7.9563
C -1.1452 3.9829 -7.9689
C -1.1036 2.9956 -6.8048
N -0.9793 3.6988 -5.5278
C -1.1704 2.8322 -4.3627
C -2.5673 2.2308 -4.1580
O -3.5689 3.1932 -3.8521
C -4.1917 3.7767 -4.9866
H -3.1730 6.5789 -7.8001
H -1.8331 6.2578 -6.6852
H -1.5144 6.5369 -8.4261
H -0.2748 4.6479 -7.9595
H -1.1200 3.4185 -8.9060
H -0.2492 2.3240 -6.9319
H -2.0223 2.3994 -6.8396
H -1.6702 4.4400 -5.4918
H -0.9347 3.4392 -3.4828
H -0.4307 2.0254 -4.3939
H -2.5094 1.5762 -3.2819
H -2.8775 1.5892 -4.9899
H -4.2454 3.0887 -5.8342
H -3.6734 4.6943 -5.2741
H -5.2093 4.0550 -4.7048
*
```

Properties
- structure (SMILES) = [H]/N=C(/C)CP(C[C@@H](C)Cl)N=C=S.COCCNCCOC.COCCNCCOC.COCCNCCOC
- gap between HOMO and LUMO (eV) = 8.280